This record from the OMol25 dataset describes a structure of composition C25H31MnN5O5. The level of theory is ωB97M-V/def2-TZVPD.

As for the net charge: +2. For the energy above the lowest of the compared OMol25 structures with the same formula, charge and spin, the calculation gives 0.587 eV. For the frontier orbital gap (spin up / spin down), the calculation gives 6.27 / 7.20 eV. The spin multiplicity is 2.

```
67
C25H31MnN5O5 | the OMol25 dataset | ωB97M-V/def2-TZVPD
O -2.04 3.29 5.18
H -2.80 1.79 -1.96
H -4.19 -2.82 0.16
C 3.03 -3.52 2.55
C -0.06 0.40 -0.81
C -2.54 2.20 1.83
H 3.24 2.67 -1.80
N -2.24 0.91 1.94
H -3.04 -1.30 -1.91
C -0.86 -2.58 1.01
H 0.33 -4.20 1.64
H -2.04 0.57 5.25
H 3.03 -2.57 3.08
N -3.64 -2.75 -0.69
H 0.36 4.75 -3.10
H -1.79 -3.04 1.32
C -2.17 0.33 3.12
H 1.94 0.85 -1.35
H -2.74 4.09 2.84
C 1.56 2.92 -3.19
C 0.55 2.10 -2.41
H -1.19 3.03 -3.29
H 2.25 -4.15 2.96
C 2.87 -3.31 1.03
C 2.85 -4.67 0.32
C 0.19 -0.79 0.00
H 3.20 1.47 -3.11
H 1.50 4.57 -1.76
C 1.36 4.40 -2.83
C -3.26 2.42 0.53
C 3.00 2.51 -2.85
C -2.08 1.06 4.28
C -2.56 -1.12 2.98
H 1.44 1.66 -4.97
C -2.15 2.46 4.16
C 0.34 -3.22 1.19
H 2.30 -0.87 -0.20
H 3.98 -2.33 -0.57
H 4.97 -3.03 0.70
C 1.42 -1.38 0.18
C -2.48 3.04 2.91
H -4.48 -0.95 -1.23
C 0.91 1.10 -1.50
H -1.87 2.84 6.02
H 3.68 3.13 -3.44
C 1.54 -2.62 0.80
O -3.64 1.18 0.01
O -3.14 -1.32 1.72
H 2.04 3.29 -5.26
H -4.13 -3.25 -1.43
H 3.80 -5.18 0.49
O -2.49 -1.98 3.78
C 4.04 -2.49 0.51
N -1.37 0.67 -0.94
N -3.56 -1.35 -1.04
H 3.99 -4.01 2.74
C -1.74 1.60 -1.84
O -3.62 3.44 0.05
H 2.71 -4.56 -0.75
H 2.06 -5.33 0.70
H 4.12 -1.52 1.01
Mn -2.65 -0.23 0.40
N -0.95 -1.36 0.46
C 1.32 2.70 -4.69
C -0.82 2.31 -2.58
H 2.08 5.00 -3.37
H 0.32 3.03 -4.99
```

Here are the natural (NBO) charges for atoms 1 to 5, given in e: number 1, O, carries -0.59; number 2, H, carries 0.24; number 3, H, carries 0.38; number 4, C, carries -0.60; number 5, C, carries 0.26



This record from the OMol25 dataset describes a structure of composition C41H61N12O5ReSSi. The level of theory is ωB97M-V/def2-TZVPD.

As for the net charge: +3. For the energy above the lowest of the compared OMol25 structures with the same formula, charge and spin, the calculation gives 0.000 eV. For the frontier orbital gap (spin up / spin down), the calculation gives 5.16 / 5.44 eV. The spin multiplicity is 2.

```
122
C41H61N12O5ReSSi | the OMol25 dataset | ωB97M-V/def2-TZVPD
O -1.59 4.54 -0.01
H -1.73 -2.41 0.59
H 2.95 0.74 1.26
H -2.81 1.27 1.74
S -0.60 1.65 -0.42
H 6.03 -0.45 -2.14
C 0.83 -0.10 -4.98
N 4.18 0.96 -0.98
H -0.09 -0.94 5.10
H 2.44 1.77 -1.85
H 5.36 2.16 0.25
H 1.30 -0.09 -5.95
C -1.62 -6.13 -0.06
H 1.50 5.71 -0.77
H 1.34 0.01 5.53
H 0.45 3.87 1.51
H 4.10 -3.29 7.41
C -3.22 2.25 2.00
C 0.09 -2.88 -1.98
O -2.10 3.44 -2.51
H -3.72 2.17 2.96
H 3.68 -3.23 -1.53
H 0.85 -2.66 -2.71
H -4.95 0.72 0.55
N 4.50 -1.35 -0.99
H -2.27 -0.70 -2.06
C -4.73 4.10 1.23
C 1.41 -3.28 4.66
C -0.39 5.37 0.20
C -2.01 5.53 -3.74
H -2.89 -5.20 -1.53
C -0.95 -8.44 -0.17
H -3.91 4.82 1.28
C 2.09 -4.45 4.96
O 0.84 -5.54 3.21
H -1.21 -0.11 -5.58
H -4.77 3.72 -2.70
H -2.89 -0.64 -3.72
N 1.61 -7.60 3.29
H -1.00 5.27 -4.08
C 3.06 -4.46 5.95
O -3.53 2.74 -0.36
H -5.43 4.42 0.46
H -0.53 -1.21 2.53
H 3.30 2.85 -0.73
C -2.23 -0.16 -3.00
H -0.53 5.10 2.33
H -2.60 0.86 -2.82
Si -2.22 3.44 -0.93
C 2.21 0.25 1.87
N 1.20 -0.49 3.53
H 2.36 -0.09 -3.42
O 2.42 -0.48 -1.03
N -0.54 -0.11 -4.83
H 0.64 -3.30 3.90
H 3.09 -2.56 0.01
H 0.45 -9.09 1.32
C 3.42 2.09 -1.50
H 2.93 -1.20 6.85
C -1.20 -2.73 -0.29
H -0.78 -5.01 1.57
C 0.19 4.93 1.53
H 5.90 0.48 0.15
C 0.59 5.13 -0.94
N 2.25 -6.85 4.29
C 0.44 -0.74 2.48
H 3.95 2.54 -2.34
C 1.77 -5.66 4.20
C 0.98 -0.84 4.96
H 5.80 -2.18 -2.39
H -4.77 5.20 -3.67
H -5.25 4.11 2.19
C -2.83 4.28 -3.50
C -0.87 6.81 0.24
H -1.93 6.13 -2.83
C -0.14 -8.27 0.93
C 2.69 -2.11 6.31
H -6.00 2.02 -0.04
H -1.95 3.17 -5.12
H 6.20 1.60 -1.20
N -0.62 -3.97 -2.00
H -1.01 -9.41 -0.65
H -2.31 -7.51 -1.55
N 2.33 0.14 3.16
N -1.44 -3.85 -0.94
H -3.45 4.00 -5.53
H -1.62 6.94 1.02
C 0.81 -6.80 2.70
H -5.93 1.67 1.69
N -0.22 -2.06 -0.92
H 0.17 5.44 -1.89
C -4.21 2.71 0.94
C -0.84 -0.12 -3.52
C -2.94 3.44 -4.75
H -3.09 -4.55 0.11
H 1.09 5.51 1.75
H -4.12 5.23 -2.04
C 1.34 -0.09 -3.73
H -3.51 2.53 -4.56
C 5.81 -1.39 -1.64
H -2.48 6.14 -4.50
C -0.82 -5.97 1.06
N 0.28 -0.10 -2.81
C -0.07 -7.03 1.55
C -5.34 1.71 0.77
H 3.58 -5.38 6.19
H 6.60 -1.61 -0.91
C 3.96 -2.67 -0.64
H 0.87 4.08 -1.01
H 4.73 -3.22 -0.10
C 5.49 1.31 -0.42
H -0.03 7.47 0.45
C -4.20 4.62 -2.94
N 1.05 -0.29 1.38
C -2.37 -4.95 -0.60
C 3.35 -3.29 6.63
H -1.30 7.10 -0.72
Re 0.52 -0.13 -0.69
C -1.68 -7.37 -0.68
C 1.72 -2.10 5.32
H -2.39 2.96 2.10
C 3.70 -0.29 -1.01
```

Here are the Löwdin charges for atoms 1 to 5, given in e: number 1, O, carries -0.12; number 2, H, carries 0.15; number 3, H, carries 0.11; number 4, H, carries 0.06; number 5, S, carries 0.49



This record from the OMol25 dataset describes a structure of composition HNO5 in a non-equilibrium geometry. The level of theory is ωB97M-V/def2-TZVPD.

For the energy above the lowest of the compared OMol25 structures with the same formula, charge and spin, the calculation gives 1.159 eV. For the frontier orbital gap (spin up / spin down), the calculation gives 9.52 / 9.52 eV.

```
7
HNO5 | the OMol25 dataset | ωB97M-V/def2-TZVPD
H -1.41 0.87 2.06
O -1.70 0.43 1.23
O 0.07 0.25 -0.39
O -0.88 -0.54 0.80
O 1.31 0.54 -1.87
N 1.06 -0.26 -1.07
O 1.56 -1.29 -0.75
```

Here are the natural (NBO) charges for atoms 1 to 5, given in e: number 1, H, carries 0.47; number 2, O, carries -0.34; number 3, O, carries -0.21; number 4, O, carries 0.03; number 5, O, carries -0.31



This record from the OMol25 dataset describes a cluster of 2 separate species, C20H17NO8 in total. The level of theory is ωB97M-V/def2-TZVPD.

For the frontier orbital gap, the calculation gives 7.64 eV. The structure (SMILES) is CC(=O)N(C)c1cc(O)c2c(c1)C(=O)C(C)=CC2=O.O=C1C=C(O)C(=O)C=C1O.

```
46
C20H17NO8 | the OMol25 dataset | ωB97M-V/def2-TZVPD
O 6.38 -3.67 1.51
O -4.54 1.52 -3.68
C -1.45 2.67 0.88
C -2.64 0.13 -1.63
H 0.55 4.59 2.84
H -2.77 0.97 -5.32
C -0.28 -0.29 -1.20
O 5.96 -2.63 3.90
C -3.01 0.08 -4.74
O 1.88 -2.73 0.54
C 5.00 -2.61 3.16
C 3.70 -2.06 3.52
C -0.11 3.19 1.32
C -5.05 -0.12 -1.59
H 1.15 -1.48 -0.74
C -3.86 0.54 -3.57
C -0.08 4.55 1.96
C 2.70 -2.10 2.64
C 5.16 -3.20 1.78
N -3.81 -0.25 -2.37
C -2.61 1.19 -0.72
H 6.91 -3.51 2.31
O -2.48 3.18 1.23
O 1.91 0.38 0.60
H -5.48 0.88 -1.61
H -3.50 1.77 -0.52
H 4.26 -3.67 -0.08
C 4.15 -3.25 0.91
C 0.97 1.13 0.47
C 0.99 2.47 1.12
H -1.46 -1.40 -2.56
H -4.87 -0.38 -0.55
H -1.10 4.89 2.17
H -2.07 -0.35 -4.41
H -5.80 -0.81 -1.98
H -3.54 -0.66 -5.34
O 1.49 -1.62 2.91
O 0.83 -1.00 -1.51
H 0.95 -1.77 2.11
C 2.86 -2.71 1.28
H 0.32 5.26 1.22
C -0.26 0.77 -0.29
H 3.60 -1.63 4.51
H 1.96 2.82 1.44
C -1.47 -0.59 -1.85
C -1.43 1.50 -0.07
```

Here are the natural (NBO) charges for atoms 1 to 5, given in e: number 1, O, carries -0.62; number 2, O, carries -0.55; number 3, C, carries 0.53; number 4, C, carries 0.17; number 5, H, carries 0.23



Which formula does entry 4 have? C20H17NO8